Computed, not measured: C4H15CdN8O10 as an isolated structure, with ωB97M-V/def2-TZVPD.

As for the HOMO-LUMO gap: 5.8 eV. For the HOMO energy, the calculation gives -3.621 eV. Its spin multiplicity is 1. The molar mass is 447.622 g mol⁻¹. Its LUMO energy is 2.158 eV. Its charge is -1. The calculated total energy is -41347.3134 eV.

Last column: Löwdin charge in e.
Positions of all 38 atoms, in Å:
Cd 20.550 -14.184 -24.343  1.341
N 18.654 -14.403 -27.173  -0.607
O 17.635 -15.071 -27.024  -0.013
O 19.455 -14.307 -26.211  -0.177
O 18.994 -13.888 -28.271  -0.081
N 18.174 -16.356 -23.321  -0.577
O 18.504 -17.413 -22.740  -0.074
O 19.025 -15.422 -23.433  -0.172
O 17.057 -16.094 -23.760  0.010
C 19.813 -11.435 -22.508  -0.394
O 19.795 -12.437 -23.441  -0.465
H 19.918 -11.888 -21.507  0.040
H 20.605 -10.691 -22.693  0.029
H 18.916 -10.830 -22.293  0.036
C 22.903 -12.307 -25.708  -0.632
O 22.129 -13.030 -25.113  -0.024
N 23.685 -12.795 -26.689  0.153
N 23.257 -11.017 -25.479  0.168
H 24.357 -12.205 -27.138  0.087
H 23.709 -13.771 -26.929  0.111
H 23.900 -10.585 -26.108  0.087
H 22.896 -10.491 -24.700  0.113
C 21.873 -15.402 -21.666  -0.665
O 21.670 -14.593 -22.555  -0.053
N 22.713 -15.130 -20.646  0.148
N 21.222 -16.585 -21.523  0.185
H 22.765 -15.710 -19.828  0.089
H 23.232 -14.270 -20.635  0.104
H 21.328 -16.989 -20.610  0.089
H 20.476 -16.905 -22.134  0.069
C 22.246 -16.871 -25.219  -0.651
O 21.580 -15.914 -24.855  -0.048
N 21.891 -17.669 -26.246  0.175
N 23.410 -17.237 -24.668  0.172
H 22.346 -18.550 -26.394  0.095
H 21.096 -17.409 -26.808  0.125
H 23.758 -16.814 -23.826  0.111
H 23.860 -18.039 -25.067  0.094

Cartesian forces, eV/Å:
Cd -2.806 1.762 0.446
N 0.581 -0.425 -0.710
O -0.213 0.314 -0.476
O 0.186 0.250 -0.500
O -0.628 -0.229 0.580
N -0.378 2.157 -0.633
O -0.087 -0.242 -0.156
O 0.017 -1.381 1.060
O -0.089 -1.512 0.525
C 0.291 -1.400 0.278
O -0.867 1.416 0.006
H 0.727 0.196 0.451
H 0.375 0.221 0.229
H -0.618 0.035 -0.923
C 0.657 -0.754 0.160
O 1.477 1.760 -0.480
N 0.863 -0.873 -1.497
N -0.817 0.662 1.004
H 0.083 -0.112 -0.119
H -0.435 0.105 0.136
H 0.009 0.276 0.103
H -0.258 -0.150 -0.171
C -1.910 -0.076 -0.213
O 1.662 -0.127 1.110
N 1.377 0.265 1.006
N 0.744 -0.213 0.131
H 0.020 0.024 -0.101
H -0.277 0.045 -0.144
H -0.363 -0.431 -0.205
H -0.428 0.411 -0.035
C -1.051 0.637 -0.073
O 1.513 -2.110 -0.871
N -0.457 -0.177 -0.812
N 1.200 -0.346 0.546
H -0.172 0.017 -0.163
H -0.073 -0.075 0.193
H -0.190 -0.001 -0.057
H 0.332 0.080 0.375

Computed, not measured: C4H15InO5 as an isolated structure, with ωB97M-V/def2-TZVPD.

As for the HOMO-LUMO gap: 1.7 eV. For the HOMO energy, the calculation gives -7.915 eV. Its spin multiplicity is 1. The molar mass is 257.977 g mol⁻¹. Its LUMO energy is -6.184 eV. Its relative energy (zero: lowest compared OMol25 entry of this formula, charge and spin) is 823.58 kJ/mol. Its charge is 0. The calculated total energy is -19788.0668 eV.

Last column: Löwdin charge in e.
Positions of all 25 atoms, in Å:
In -0.337 -0.490 1.916  0.934
O 0.261 -0.803 6.435  -0.233
H 0.243 -0.226 7.223  -0.053
O 0.634 -2.441 -2.036  -0.290
H 1.265 -1.895 -2.545  -0.076
O -2.101 3.562 3.009  -0.237
H -3.016 3.738 3.303  -0.056
C -6.332 -0.408 -2.200  -0.102
C -4.841 -0.413 -2.435  -0.333
O -4.344 0.286 -1.341  -0.093
H -6.653 -0.889 -1.276  0.080
H -6.825 -0.952 -3.005  0.070
H -6.703 0.613 -2.295  0.075
H -4.547 0.047 -3.378  0.109
H -4.435 -1.425 -2.449  0.116
H -4.766 1.122 -1.128  0.084
C 6.404 0.721 0.023  -0.101
C 5.313 -0.358 0.011  -0.269
O 4.778 -0.453 1.378  -0.113
H 6.933 0.748 -0.930  0.065
H 7.204 0.438 0.707  0.071
H 6.096 1.766 0.067  0.075
H 5.714 -1.351 -0.191  0.107
H 4.560 -0.060 -0.718  0.106
H 5.494 -0.878 1.856  0.067

Cartesian forces, eV/Å:
In 0.029 0.079 -0.002
O -0.073 0.310 0.036
H 0.004 -0.245 -0.357
O 0.238 0.457 0.105
H -0.306 -0.292 0.203
O -0.277 -0.243 0.066
H 0.411 -0.064 -0.105
C -0.757 -0.704 -1.709
C -1.272 0.303 0.386
O 2.439 0.120 1.456
H 0.344 0.267 0.120
H -0.230 -0.116 -0.132
H -0.080 0.073 0.361
H -0.166 0.143 -0.177
H 0.142 0.068 0.348
H -0.369 -0.157 -0.599
C 0.726 -0.598 -1.252
C 0.570 0.966 1.488
O -0.297 0.108 -1.254
H -0.008 -0.433 -0.436
H -0.212 0.424 0.461
H -0.436 -0.245 0.880
H 0.061 0.167 -0.604
H -0.387 -0.397 0.415
H -0.094 0.010 0.305

no.,largest force on an atom (Eh/bohr)
1,0.0650
2,0.0553